{
  "formula": "C39H93FO27P6",
  "method": "wB97M-V/def2-TZVPD",
  "homo_energy_ha": -0.3691,
  "de_lowest_ev": 0.000,
  "smiles": "O=C1OC[C@@H](F)O1.CCOP(=O)(OCC)OCC.CCOP(=O)(OCC)OCC.CCOP(=O)(OCC)OCC.CCOP(=O)(OCC)OCC.CCOP(=O)(OCC)OCC.CCOP(=O)(OCC)OCC",
  "homo_lumo_gap_ev": 10.3,
  "species": ["C", "H", "H", "H", "P", "H", "H", "P", "H", "H", "C", "O", "C", "H", "H", "H", "H", "O", "C", "C", "H", "H", "C", "H", "H", "C", "H", "H", "C", "C", "H", "O", "H", "C", "H", "O", "H", "H", "H", "H", "H", "H", "O", "H", "H", "C", "H", "H", "H", "O", "H", "C", "C", "H", "O", "P", "H", "H", "C", "H", "H", "O", "H", "H", "H", "O", "H", "H", "H", "H", "O", "H", "H", "H", "H", "H", "H", "H", "H", "H", "C", "C", "C", "C", "O", "C", "H", "H", "H", "H", "O", "H", "C", "P", "H", "C", "O", "C", "C", "C", "C", "O", "H", "H", "C", "C", "H", "C", "H", "O", "H", "O", "H", "H", "H", "C", "H", "H", "H", "P", "F", "H", "H", "H", "O", "C", "O", "C", "H", "H", "C", "O", "H", "C", "O", "C", "O", "O", "H", "H", "H", "O", "O", "H", "H", "O", "H", "H", "C", "C", "O", "H", "H", "H", "P", "C", "C", "H", "H", "H", "H", "H", "H", "C", "H", "O"],
  "coordinates": [[7.79842, -0.57547, 0.91560], [3.03986, 2.26272, -3.96045], [0.60728, 0.52953, -3.44956], [3.41680, 2.78134, 0.84837], [-3.11691, -4.25359, -3.98002], [-1.22963, -3.28186, 4.09803], [-5.21984, 3.69995, 6.13482], [-1.32538, 4.75000, -6.01256], [-4.62630, -4.30687, -7.44147], [-2.03030, 1.86684, -4.90978], [-2.22971, -6.63050, -4.75603], [3.46186, 8.77736, -2.55743], [-3.40337, -7.35451, -5.37186], [-0.34408, -4.70990, 5.58129], [-0.34897, -1.69250, 1.65378], [2.94404, -3.84892, 1.39802], [-1.59367, -7.37808, -4.27282], [-4.23378, 3.04319, 2.94467], [-2.07134, 5.63767, -2.63890], [2.83362, 2.71348, -0.07547], [4.40275, -5.91793, -0.38683], [-0.44506, -4.30192, -3.83624], [7.55198, -1.47411, 2.14122], [0.17944, -7.27692, 11.05753], [-6.23379, -4.60424, -6.88278], [2.41313, 4.06833, -0.58988], [4.36365, -2.48487, 9.69108], [1.80027, -1.71706, 0.09057], [-3.97045, 6.97998, -7.69404], [2.74677, -1.91752, 8.41939], [-1.65196, 3.61016, -2.81190], [2.20003, -3.23033, 8.61719], [-0.87361, 0.81867, -5.65844], [-1.67038, 2.36229, -6.98684], [-0.09122, -3.49392, -5.38112], [5.85639, -3.45192, 3.86088], [0.09730, -2.20861, 4.70059], [-0.03953, 1.76562, 2.45668], [-3.23589, 7.63062, -8.18186], [0.46206, -2.15014, -3.34208], [-6.01611, 3.84161, 3.70761], [-1.57091, 5.72961, -1.68083], [1.95231, 8.29279, -4.12209], [7.04694, -0.83448, 0.17037], [-0.46051, -5.09789, 10.37765], [1.99374, 1.95955, -3.98516], [1.38838, 2.75795, -3.55158], [-4.71472, 7.68706, -7.33360], [-4.30328, 6.25442, -8.43316], [-0.77047, 3.42719, -6.67667], [3.54445, 2.17638, -0.70481], [-4.96552, 3.73259, 3.97213], [-1.44967, 4.49260, -3.43735], [3.30719, -6.37924, 0.92285], [2.01516, 0.74256, -1.88174], [-4.61743, 1.58087, 2.45656], [2.05698, 4.70414, 0.21624], [-2.59074, 0.64328, -6.02051], [-0.71371, -3.47230, -4.48742], [-5.71828, 4.59921, -0.79058], [-4.08896, -7.68118, -4.59021], [-5.60327, 0.87418, 3.24485], [4.58446, -0.91602, 8.97301], [-4.22443, 5.74046, -6.04410], [-5.93647, 4.48036, 0.94173], [-4.37140, -4.50343, -4.90713], [-2.66401, 2.62666, -7.36040], [-2.90370, 6.92024, -5.81513], [3.02881, 6.84826, -5.10044], [-1.21508, -2.10381, -2.93926], [-0.24507, 1.83272, -1.44960], [8.75729, -0.88525, 0.50867], [0.71838, -0.87678, 2.78301], [1.21497, -2.45876, 2.14354], [-1.55336, -6.18655, -5.49404], [-1.97233, 6.50960, -3.29605], [-4.38836, -2.53708, -5.61968], [-3.05341, -8.19898, -5.96557], [1.62798, 1.90071, -5.01390], [4.58817, -2.50326, 5.23893], [-0.58231, -3.74652, 6.04355], [-5.45618, -3.83319, -6.91268], [-4.77097, 3.10713, 5.33804], [-1.79614, 1.37209, -5.85146], [-3.22159, 0.84503, 2.34082], [0.60558, -6.93847, 10.11006], [3.30634, 4.52566, -1.03198], [4.76364, -2.38743, 7.94638], [1.70123, 4.02903, -1.41272], [2.49887, -1.52845, 7.43067], [4.46226, -1.80254, 2.46955], [4.35969, -5.53602, 4.89828], [4.02981, 7.70848, -3.32580], [0.87956, 1.13303, -0.83896], [-0.71023, -1.27538, -4.41753], [1.41354, -0.91258, 0.71636], [1.68169, 1.91754, 0.29031], [0.51958, -5.43541, 10.03120], [4.96557, -3.49788, 4.96964], [3.88575, -4.55907, 4.85901], [3.56403, -5.58469, 0.22390], [0.55750, -5.05709, 8.62700], [2.21980, -0.27693, 1.07059], [0.02952, -7.40189, 9.31163], [-5.04593, -3.40652, -5.52482], [-4.67899, 2.90385, 0.13235], [-5.30780, 2.15574, 5.37593], [-3.36812, 6.23022, -6.51762], [8.49887, -1.90453, 2.47151], [-2.07723, -3.57685, -4.97534], [3.40444, -4.43006, 3.88292], [6.76412, -2.61046, 1.75116], [-1.58297, 0.76972, 1.11603], [-4.44835, 2.50423, -0.85515], [-3.81032, 3.46452, 0.47779], [2.81801, 7.19830, -4.09225], [7.14279, -0.96252, 3.01250], [4.44160, 6.99125, -2.62624], [-6.75029, 3.30070, -0.10133], [5.39408, -2.93231, 2.43766], [2.22314, 6.14409, -3.44545], [7.69804, 0.47519, 1.16545], [1.62656, -7.31996, 10.08453], [3.06402, -4.40430, 5.55597], [-0.30790, -2.68827, 9.06380], [4.22175, -1.92092, 8.76960], [-3.37583, -3.55564, -2.73561], [3.78454, -4.23499, 0.81780], [-1.63873, -2.03455, 5.15975], [2.70914, -5.49097, -0.45342], [2.40127, 9.25778, -3.25352], [0.62460, -3.44240, 6.77491], [2.23696, -1.24101, 9.11767], [-0.82233, -2.72729, 4.94731], [-2.58616, -5.72153, -3.71397], [0.69713, -1.52918, 1.91233], [-2.50792, 5.17268, -6.95689], [-5.06299, 1.80105, 0.94121], [-0.94345, 0.76137, 3.46277], [-1.26417, 1.87375, -7.87704], [-1.42619, -3.98348, 6.69105], [-2.10060, 4.30344, -4.68450], [-0.30390, 5.73498, -5.70058], [4.74714, 8.09489, -4.05077], [-0.36241, 4.51807, -3.41177], [4.92922, -4.23895, 1.71188], [-2.19101, 2.39854, 1.20429], [-3.71898, 2.90276, 5.52867], [-0.53489, -2.14535, -3.79321], [-5.84240, 3.89010, 0.02805], [0.44773, -0.18211, -0.07612], [3.96944, -3.48833, 0.04130], [-5.85980, -3.05320, -7.55790], [-3.14681, 5.49527, -2.53357], [0.67127, -3.49572, 8.34409], [-1.04552, 1.68413, 2.88553], [-2.07559, 1.48329, 1.77876], [1.25272, -4.89957, 10.63414], [-5.90393, -3.07918, -4.93873], [-1.21688, 2.53736, 3.53961], [-4.49595, 4.71752, 3.99540], [-3.99561, -6.72988, -6.04137], [5.59123, -3.66605, 5.85451], [1.68009, 0.67562, -3.27287], [2.05593, -0.27374, -3.65673], [1.89304, 10.30889, -3.09480]],
  "forces_ev_per_a": [[-0.5135, -1.0157, 0.4663], [0.0436, -0.1300, -0.0652], [-0.1007, 0.1152, 0.7080], [-0.3521, 0.3664, 0.1369], [-0.3515, -0.5330, -0.0039], [0.4330, 0.1048, -0.2634], [0.2479, 0.3454, -0.0931], [-0.0649, -0.1628, 1.0511], [0.1664, 0.2364, 0.0797], [-0.1310, 0.1573, -0.0643], [0.7377, -0.8810, 0.0134], [0.3656, 0.3227, -0.5235], [-0.4689, 0.3727, -0.3208], [-0.0404, 0.0653, -0.0983], [0.0416, -0.3310, 0.0166], [-0.1720, -0.2983, -0.0700], [-0.1418, 0.0740, 0.2172], [0.0298, -0.0387, 0.0626], [0.1193, 0.2024, -1.7787], [0.3045, 0.0244, 0.9408], [0.1253, 0.0969, 0.1293], [-0.1785, -0.1106, 0.0224], [0.6387, -0.0296, -0.0456], [-0.0071, 0.0501, -0.0092], [0.0297, 0.0505, 0.2152], [0.9115, 0.1191, -0.4305], [0.0316, -0.1501, -0.0944], [0.1536, 0.1654, -0.1388], [1.3451, 0.3589, -0.2011], [-0.4851, 1.0293, 1.1285], [-0.0657, -0.2560, -0.5558], [0.4644, 0.0986, -0.1773], [0.0671, 0.0574, -0.2623], [-0.1881, -1.4460, -0.8239], [-0.0071, -0.2739, -0.0369], [0.1197, -0.0054, -0.0119], [-0.0023, -0.0005, -0.1527], [-0.1760, 0.4413, -0.2245], [0.1519, -0.2821, -0.0121], [0.1039, 0.3399, -0.2613], [-0.0266, -0.1482, -0.0912], [-0.0235, 0.2596, 0.0428], [0.3453, 0.2230, -0.0821], [-0.0826, 0.1893, 0.0020], [0.0514, -0.0807, 0.1693], [0.0226, 0.2646, -0.3043], [0.1021, -0.0291, 0.2263], [-0.4659, -0.4142, -0.0442], [-0.4926, 0.2067, 0.0210], [-0.5035, 0.4020, -0.1771], [-0.6288, -0.1280, -0.5636], [0.5876, 0.5797, 0.5457], [-0.7007, -1.1101, 2.7945], [0.1421, 0.1925, 0.2731], [-0.0573, -0.2099, 0.1804], [0.4586, 0.3472, -1.0155], [-0.2000, 0.0081, -0.0676], [0.0348, 0.0455, -0.2339], [-0.0865, 1.0126, -0.6746], [0.0491, -0.1514, -0.1221], [0.1391, -0.2361, 0.0245], [-0.4146, -0.4206, 0.3666], [-0.0051, 0.1017, -0.3143], [0.2744, 0.0120, 0.4281], [-0.0281, -0.1221, 0.0666], [0.0174, 0.0583, -0.0942], [0.0786, 0.9135, 0.5296], [0.3358, -0.2074, 0.0205], [-0.0963, 0.1554, -0.0691], [-0.1226, 0.1182, -0.1091], [-0.3810, 0.1125, -0.0499], [0.1458, 0.6188, -0.1886], [0.0851, 0.0221, 0.0006], [-0.2467, -0.0730, 0.2645], [-0.3963, 0.4292, -0.0656], [0.2280, 0.3929, 0.6429], [0.1636, -0.1340, 0.2147], [0.0473, -0.1181, 0.1865], [0.3173, -0.1069, -0.0817], [-0.3697, 0.0225, -0.8662], [0.5482, -1.0468, -0.5110], [-0.4397, -0.9638, -0.5040], [-0.6728, -0.8868, -0.0911], [0.1591, -0.1806, 0.6779], [-0.5229, 0.3814, -0.0092], [0.2007, -0.2308, 0.4758], [-0.0607, 0.1852, 0.1984], [0.3604, 0.0542, 0.2373], [-0.2359, -0.2002, 0.1813], [0.2889, -0.3236, -0.2251], [-0.5453, -0.0167, -0.0568], [-0.3517, -0.1896, 0.1404], [-0.7139, 0.1617, 0.1242], [0.0625, 0.0780, 0.3665], [0.1343, -0.0693, -0.2209], [-0.3798, -0.5544, 0.3770], [0.4240, -0.3461, -0.6312], [-1.1955, -0.0103, -0.2937], [-0.0187, 0.4672, 1.7146], [0.0507, 0.7047, -0.9841], [-0.4281, -0.4009, -0.5438], [0.6592, 0.2685, 0.3644], [0.1031, 0.0855, -0.2870], [-0.0064, 0.0836, -0.0612], [-0.0439, 0.8438, -0.7362], [-0.4220, 0.9624, -0.7551], [0.1953, -0.0499, -0.0700], [-1.5392, 0.1257, -0.1223], [-0.0058, 0.0772, 0.0552], [0.2086, -0.5253, 0.0591], [0.0764, -0.2478, -0.0281], [0.1568, -0.2752, -0.2927], [-0.5659, -0.1032, -0.2747], [0.0529, -0.1111, 0.0465], [0.1200, -0.4061, 0.2819], [0.0390, -0.5091, -0.1755], [-0.3990, 0.0549, -0.2237], [0.1492, -0.1452, -0.1874], [-0.1180, 0.2272, -0.1449], [0.2084, 0.4702, 0.6173], [-0.0780, 0.1341, 0.2481], [0.3830, 0.1025, -0.1075], [0.0281, 0.1142, -0.2192], [0.3243, -0.2077, 0.4724], [-0.0019, 0.3527, 0.1612], [-0.3616, -0.4257, -0.3598], [0.1109, 0.4524, 0.4500], [0.3434, 0.9224, 0.4383], [0.3896, 0.3063, 0.3914], [0.0203, -0.0358, 0.0017], [-0.2549, -0.6563, 0.4597], [-0.1801, 0.4113, -0.0457], [-0.0664, -0.1321, -0.0427], [-1.1322, -0.3619, 0.1219], [-0.0390, 0.1431, -0.2147], [0.1128, 0.3082, -0.3316], [0.1890, 0.1704, -0.3917], [0.1172, -0.0251, 0.4791], [-0.4653, 0.1171, 0.2229], [0.3874, -0.0269, 0.2029], [-0.0216, 0.6161, 0.2241], [0.2478, 0.1069, -0.6564], [0.6190, 0.3954, -0.3926], [0.2632, 0.0250, 0.2794], [0.0593, 0.4819, -0.8970], [-0.2316, -0.5188, -0.4770], [-0.7393, 0.0117, 0.1454], [0.0421, 0.2078, 0.0949], [0.0799, -0.4914, 1.1801], [0.0224, -0.3098, 0.2792], [0.2610, 0.3978, 0.0055], [0.0494, -0.1166, -0.0968], [0.1527, 0.3263, 0.3119], [0.0285, -0.2598, 0.2755], [-0.2377, -0.7947, -0.1810], [0.6332, -0.2456, -0.0595], [2.0308, -0.6392, 0.4880], [0.3233, -0.1094, -0.2643], [0.0289, -0.2855, 0.2322], [-0.1782, -0.0677, 0.0411], [-0.2219, 0.0938, -0.2168], [0.1421, 0.1323, 0.0494], [0.1892, -0.5158, -0.3185], [-1.1405, -0.4056, -0.5698], [0.8705, 0.3840, -0.1078], [-0.1144, 0.2309, -0.0482]]
}

{
  "formula": "C14H21BMgN4",
  "method": "wB97M-V/def2-TZVPD",
  "homo_energy_ha": [-0.2480, -0.1911],
  "de_lowest_ev": 5.872,
  "homo_lumo_gap_ev": [7.4, 5.7],
  "species": ["B", "C", "C", "H", "H", "Mg", "H", "C", "C", "C", "H", "H", "H", "N", "H", "C", "H", "C", "H", "H", "C", "H", "C", "C", "H", "N", "C", "C", "H", "H", "H", "C", "N", "H", "C", "N", "H", "H", "H", "H", "H"],
  "coordinates": [[0.71421, -2.33476, 1.62980], [0.64777, -4.05968, -1.74786], [-0.18617, 3.17506, -0.91557], [-2.85253, 0.79844, 2.12598], [-0.39354, 0.08181, -2.64151], [-0.42600, -0.34012, -0.41714], [-0.67086, 3.80348, -1.72006], [-0.71105, 0.83110, -1.87403], [-1.38801, 2.50174, 1.57868], [-1.92168, 0.38788, -1.26876], [0.53207, 2.26813, -2.72603], [-0.50671, -2.49060, -2.87318], [0.68779, 3.76643, -0.54556], [1.21919, 0.08516, 0.74931], [-3.41457, -0.22105, 0.21382], [2.85994, -0.88787, 1.88072], [0.85268, -4.80349, -2.45218], [1.03658, -4.03897, -0.37186], [3.33694, -1.66908, 2.45130], [-0.47818, 2.52101, 2.29853], [-1.26702, 2.76570, 0.13272], [2.28070, 1.88643, 0.22239], [2.28379, 0.93509, 0.73470], [-2.02018, 0.99757, 1.43165], [1.40431, -3.12989, 2.25889], [-0.09905, -2.18033, -0.79835], [-2.74342, 0.66384, 0.03752], [3.34046, 0.34049, 1.43705], [-2.26213, 2.94225, -0.43506], [1.61887, -4.72862, 0.17001], [-1.79284, 3.51866, 1.29876], [-0.05687, -2.86223, -1.95994], [0.54671, -2.91032, 0.18035], [1.24828, 1.54610, -1.32214], [0.29289, 1.96799, -1.70817], [1.60064, -1.03545, 1.46744], [4.31187, 0.75205, 1.58559], [-0.31410, -2.12184, 2.19743], [-3.51746, 1.45967, -0.14925], [-1.32262, 0.19509, 1.70993], [-2.47068, -0.37690, -1.86595]],
  "forces_ev_per_a": [[1.1054, -0.2872, -0.0323], [-0.0468, 1.2702, 1.9993], [-0.4924, 0.5588, 0.2635], [0.3339, 0.2959, 0.1695], [-0.1879, 0.9134, 0.1927], [2.9524, -1.8051, 4.2149], [0.2117, -0.2895, 1.2248], [0.1363, 1.2922, -2.7495], [1.5051, -2.1511, -0.6414], [-4.4679, 0.3341, -0.7642], [0.2737, 0.3017, -0.1876], [0.0416, 0.0740, 0.2827], [-0.6453, -0.4696, 0.0085], [0.8484, -0.2174, 0.5362], [0.9267, 0.4104, -0.0830], [0.0073, 0.4019, -0.2561], [0.2915, -0.9240, -0.8028], [-1.5102, 1.3695, -2.0692], [-0.0160, 0.0688, -0.0351], [-1.4603, 0.1578, -1.6822], [1.3301, 1.9314, -5.0318], [-0.2082, -0.1624, 0.1724], [-0.1722, -1.6654, 0.7314], [-2.3262, 0.7434, 0.4622], [-0.3108, 0.2775, -0.2576], [0.4365, -2.0500, 0.2264], [-0.3942, 0.5036, -0.2499], [-0.5308, 0.0826, -0.1153], [1.5417, -0.6035, 1.5570], [0.3959, -0.5807, 0.6265], [-1.5504, -0.1150, 2.8173], [0.8060, -0.8648, 1.3821], [-0.1534, -0.2891, -1.5448], [-0.5651, 0.4703, -0.1753], [0.3075, -1.0891, -0.3201], [-0.0184, 0.9084, -0.3381], [0.3737, 0.1277, 0.1302], [-0.3953, 0.2557, -0.2515], [0.7078, -0.3691, 0.3336], [0.5088, 0.5223, -0.0456], [0.4099, 0.6608, 0.3022]]
}

Max |F| for the records above, in order: 3.09 5.55 eV/A